Entry 1:
Below is 2 unconnected molecules or ions with the total composition C3H3N3O2 at a distorted geometry, with properties calculated with ωB97M-V/def2-TZVPD.

Output
Relative energy (zero: lowest compared OMol25 entry of this formula, charge and spin) (kJ/mol): 1.02
HOMO-LUMO gap (alpha / beta) (eV): 6.2 / 7.3
DFT total energy (Ha): -430.6547

ORCA input file:
```
! RIJCOSX wB97M-V def2-TZVPD def2/J DEFGRID3
* xyz 0 3
C 0.60772 0.84308 0.94288
C 0.85914 1.19894 -0.51936
C 2.56978 -0.57378 0.42259
N -0.08477 -0.25003 0.95857
N 0.33201 0.11339 -1.18610
N -0.10409 -0.80317 -0.19524
O 3.36112 -0.07871 1.06504
O 1.22940 2.25710 -1.01029
H 0.90790 1.33434 1.85487
H 0.26266 -0.03420 -2.13288
H -0.92125 -1.44784 -0.39192
*
```

---

Entry 2:
Below is a molecular structure, C3H4Cl2O6S2 at a distorted geometry, with properties calculated with ωB97M-V/def2-TZVPD.

Output
Relative energy (zero: lowest compared OMol25 entry of this formula, charge and spin) (kJ/mol): 124.69
HOMO-LUMO gap (eV): 10.0
DFT total energy (Ha): -2284.7829

ORCA input file:
```
! RIJCOSX wB97M-V def2-TZVPD def2/J DEFGRID3
* xyz 0 1
C -1.49246 -0.21433 -1.80455
C -0.64529 -1.44418 -1.43052
C 0.86801 1.11007 3.31080
O 0.08376 -0.76991 1.72705
O 1.58571 0.02968 3.66197
O 1.83723 0.79811 -2.68107
O 0.93698 0.78629 -0.38509
O -0.56090 0.73871 -2.31908
O 0.66290 -1.19100 -1.90634
S 1.30624 -0.06784 1.91139
S 0.85136 0.35901 -1.77683
Cl -0.76360 1.04062 3.65483
Cl 1.63532 2.69765 3.57332
H -2.40219 -0.27179 -2.54175
H -1.99288 0.37375 -0.98048
H -0.80228 -1.64693 -0.38607
H -1.10794 -2.32791 -1.62759
*
```

---

Entry 3:
Below is 2 unconnected molecules or ions with the total composition C4H12 at a distorted geometry, with properties calculated with ωB97M-V/def2-TZVPD.

Output
Relative energy (zero: lowest compared OMol25 entry of this formula, charge and spin) (kJ/mol): 45.45
HOMO-LUMO gap (eV): 12.3
DFT total energy (Ha): -159.5677

ORCA input file:
```
! RIJCOSX wB97M-V def2-TZVPD def2/J DEFGRID3
* xyz 0 1
C -0.95574 2.25339 -0.34067
C -0.37489 1.01934 -0.91409
H -0.39992 3.14774 -0.65042
H -2.02033 2.40825 -0.46270
H -0.66345 2.29383 0.76425
H -1.06570 0.18638 -0.90036
H 0.57664 0.72988 -0.50925
H -0.14168 1.11671 -2.02501
C 1.04318 -1.17269 1.10443
C 0.24352 -2.10429 0.16656
H 1.88373 -0.78036 0.50817
H 0.53724 -0.31777 1.54426
H 1.50760 -1.82103 1.86830
H 0.07187 -1.62005 -0.80863
H -0.77045 -2.30276 0.54047
H 0.84817 -2.99852 -0.00864
*
```

---

Entry 4:
Below is 13 unconnected molecules or ions with the total composition C24H74N24O13 at a distorted geometry, with properties calculated with ωB97M-V/def2-TZVPD.

Output
HOMO-LUMO gap (eV): 7.7
DFT total energy (Ha): -3251.4428

ORCA input file:
```
! RIJCOSX wB97M-V def2-TZVPD def2/J DEFGRID3
* xyz 0 1
C -8.04748 -20.24464 -15.08942
C -7.69507 -19.02355 -15.98064
C -6.49069 -18.44240 -15.27108
C -5.63318 -17.60677 -16.22745
C -5.31579 -18.30427 -17.54527
C -6.48777 -18.93856 -18.28764
N -7.40559 -19.51264 -17.31995
O -8.46370 -20.21059 -17.91367
C -7.07499 -17.90660 -19.26492
C -5.95124 -20.11945 -19.13885
C -8.84958 -17.98420 -15.98137
H -7.28590 -21.01737 -15.20621
H -8.98605 -20.71665 -15.39759
H -8.24541 -19.98607 -14.04971
H -6.70814 -17.74588 -14.45585
H -5.92409 -19.18963 -14.70848
H -4.74244 -17.48597 -15.60297
H -6.05085 -16.61571 -16.40972
H -4.58994 -19.10667 -17.37403
H -4.74195 -17.48889 -17.99238
H -7.60165 -18.39899 -20.08524
H -7.83864 -17.26818 -18.81077
H -6.40291 -17.17411 -19.71349
H -5.23303 -19.77546 -19.88529
H -5.52503 -20.86896 -18.47172
H -6.77775 -20.55098 -19.70234
H -8.60322 -17.12480 -16.60697
H -9.06824 -17.51144 -15.02271
H -9.70850 -18.54325 -16.35184
H -8.46498 -21.04481 -17.43014
C -8.16334 -23.67104 -14.20222
O -9.26739 -23.12659 -14.11552
N -7.52674 -23.86334 -15.37138
N -7.50496 -24.12212 -13.10163
H -7.96145 -23.59096 -16.23172
H -6.75131 -24.49785 -15.27874
H -7.76432 -23.75092 -12.20684
H -6.53940 -24.34950 -13.27765
C -5.32607 -22.90184 -8.16257
O -4.67684 -22.80333 -7.10787
N -5.33950 -21.88826 -9.02716
N -5.86123 -24.06762 -8.54845
H -5.04475 -20.97018 -8.75061
H -5.99719 -21.91306 -9.79134
H -5.73507 -24.90324 -8.00178
H -6.31042 -24.17118 -9.44115
C -1.36576 -20.76937 -9.14839
O -1.84354 -21.04117 -10.26563
N -0.18173 -20.14293 -9.00909
N -1.94353 -21.11477 -7.99154
H 0.24437 -19.83810 -8.15433
H -0.05685 -19.54180 -9.81833
H -1.62571 -20.77588 -7.10301
H -2.87216 -21.51982 -8.01588
C -3.58646 -26.24153 -9.07548
O -3.92319 -25.93419 -7.93093
N -2.96311 -25.38738 -9.88799
N -3.71039 -27.49547 -9.57920
H -2.53598 -24.57100 -9.48050
H -2.61563 -25.61519 -10.80189
H -3.23285 -27.74528 -10.42434
H -4.10104 -28.21767 -9.00142
C -3.33360 -16.48210 -10.31883
O -3.14947 -15.97222 -11.43428
N -4.10522 -15.85741 -9.40004
N -2.95108 -17.72165 -9.90557
H -4.51447 -16.33241 -8.62040
H -4.48228 -15.00370 -9.78268
H -2.55285 -18.35581 -10.58287
H -3.27146 -17.98557 -8.99555
C -5.52180 -25.05711 -20.78834
O -6.21097 -25.19991 -21.79616
N -4.18669 -25.39007 -20.74914
N -5.99453 -24.47743 -19.68210
H -3.64853 -25.07007 -19.96283
H -3.80056 -25.31012 -21.67736
H -6.95043 -24.20670 -19.86539
H -5.52282 -24.42312 -18.79941
C -1.60278 -23.34923 -20.49256
O -1.73517 -23.90154 -21.58233
N -2.16105 -22.19763 -20.07668
N -0.68713 -23.92451 -19.66954
H -2.82729 -21.81880 -20.73160
H -1.85568 -21.57559 -19.33810
H -0.25890 -23.53231 -18.84528
H -0.43768 -24.83413 -20.01081
C -0.10545 -24.97238 -15.35553
O -0.17867 -25.09037 -16.59289
N 0.89725 -25.53924 -14.67723
N -0.99840 -24.25876 -14.66089
H 1.09872 -25.35786 -13.71129
H 1.61780 -25.92075 -15.26671
H -1.79100 -23.75462 -15.03421
H -0.96739 -24.41255 -13.66595
C -1.14636 -20.37317 -17.10896
O -0.75981 -21.32194 -17.80620
N -1.09997 -20.34147 -15.76158
N -1.72907 -19.24742 -17.58718
H -1.43956 -19.54485 -15.25656
H -0.59789 -21.07887 -15.29602
H -1.81979 -18.58056 -16.84359
H -2.27332 -19.26704 -18.42971
C -2.70955 -27.04660 -17.76924
O -3.20668 -26.23754 -16.98110
N -1.55198 -26.72139 -18.37585
N -3.17914 -28.30945 -18.00984
H -1.10559 -27.18511 -19.14657
H -1.29358 -25.76465 -18.17915
H -3.95812 -28.51669 -17.40752
H -2.64911 -29.03354 -18.45312
C -0.17533 -18.72494 -12.95237
O 0.59348 -17.95934 -13.51599
N -1.45190 -18.37410 -12.63650
N 0.15545 -19.99801 -12.53944
H -2.11265 -19.13910 -12.81475
H -1.75277 -17.44784 -12.90593
H 1.12506 -20.25842 -12.59828
H -0.44020 -20.62874 -12.02547
C -3.87741 -22.70691 -12.15847
C -3.40265 -21.66102 -13.20295
C -4.03427 -21.78368 -14.59067
O -3.24875 -22.61427 -15.40885
C -3.72938 -22.78745 -16.72647
N -3.48040 -20.37324 -12.42967
H -3.70046 -22.45240 -11.11860
H -3.27798 -23.59971 -12.37581
H -4.91793 -23.02875 -12.25859
H -2.31401 -21.76488 -13.23752
H -4.19662 -20.79008 -15.02073
H -5.04634 -22.12572 -14.33736
H -3.66007 -21.92538 -17.39865
H -4.75984 -23.13339 -16.59382
H -3.22188 -23.51747 -17.35958
H -4.45523 -20.15372 -12.23892
H -3.08197 -20.68078 -11.54031
*
```

---

Entry 5:
Below is a gas-phase ion, C4H10N3 (charge +1) at a distorted geometry, with properties calculated with ωB97M-V/def2-TZVPD.

Output
Relative energy (zero: lowest compared OMol25 entry of this formula, charge and spin) (kJ/mol): 333.30
HOMO-LUMO gap (eV): 10.3
DFT total energy (Ha): -322.3336

ORCA input file:
```
! RIJCOSX wB97M-V def2-TZVPD def2/J DEFGRID3
* xyz 1 1
C -2.26794 -0.20203 -0.58528
C -1.25061 -0.17302 0.61063
C 0.00495 1.00683 0.28412
C 1.17075 0.04244 0.54478
N 2.18895 -0.01996 -0.56073
N 0.69139 -1.36227 0.58621
N -0.50038 -1.47488 0.63414
H -3.30044 0.20855 -0.28587
H -2.24841 -1.24991 -0.92049
H -1.74269 0.42004 -1.29222
H -1.64236 -0.06611 1.71064
H -0.11797 1.25979 -0.73867
H 0.04603 1.71009 1.06848
H 1.82159 0.32740 1.33887
H 1.85064 0.30727 -1.43771
H 2.27084 -1.09554 -0.59011
H 3.02566 0.36131 -0.36679
*
```

---

Entry 6:
Below is a gas-phase ion, C4H6NO2 (charge +1) at a distorted geometry, with properties calculated with ωB97M-V/def2-TZVPD.

Output
Relative energy (zero: lowest compared OMol25 entry of this formula, charge and spin) (kJ/mol): 498.16
HOMO-LUMO gap (alpha / beta) (eV): 8.3 / 8.3
DFT total energy (Ha): -360.7842

ORCA input file:
```
! RIJCOSX wB97M-V def2-TZVPD def2/J DEFGRID3
* xyz 1 1
C 2.14680 0.60518 0.15636
C 0.81604 0.88432 0.34004
C 2.32150 -0.78562 0.29156
C -2.21920 -0.42742 -0.08424
N 0.03439 -0.10576 0.79901
O 1.32308 -1.50268 0.38236
O -1.18380 -0.47276 0.96127
H 2.85470 1.36476 0.15028
H 0.44728 1.92440 0.57485
H 3.29098 -1.26312 0.26049
H -1.86144 -1.08167 -0.92703
H -2.39785 0.69374 -0.26733
H -3.09912 -0.91350 0.37349
*
```